1.
A single C5H12N2O molecule at a distorted geometry, computed with ωB97M-V/def2-TZVPD.

Properties
Molar mass: 116.16 g mol⁻¹
Structure (SMILES): CN[C@H](C)CNC=O
Spin multiplicity: 1
ΔE to the lowest compared entry with this formula, charge and spin: 28.2 kcal/mol

Element x y z (Å)
C (0.03711, 0.84564, -0.10626)
N (0.16877, 0.14706, -1.36614)
C (-0.06867, 0.64160, -2.60726)
O (-0.28414, 1.78332, -2.90535)
C (0.38162, -0.10932, 1.03680)
C (0.54506, 0.67522, 2.35234)
N (-0.58327, -1.21739, 1.00532)
C (-0.18245, -2.36922, 1.81980)
H (-0.99399, 1.16900, 0.07622)
H (0.70841, 1.70170, -0.02869)
H (0.23125, -0.84885, -1.27077)
H (-0.11203, -0.21779, -3.31117)
H (1.34911, -0.58822, 0.84494)
H (-0.21105, 1.45545, 2.46395)
H (0.38974, -0.06164, 3.14775)
H (1.53620, 1.09151, 2.49722)
H (-1.47702, -0.84137, 1.29990)
H (-0.20137, -3.27816, 1.21012)
H (-0.86595, -2.54807, 2.64977)
H (0.85100, -2.26803, 2.14778)

These are the Mulliken partial charges, in e, on atoms 1 to 8: -0.79 -0.08 -0.01 -0.54 0.15 -1.44 -0.31 -0.90

2.
A single C5H12N2O molecule at a distorted geometry, computed with ωB97M-V/def2-TZVPD.

Properties
Molar mass: 116.16 g mol⁻¹
Structure (SMILES): CNC(=O)[C@H](C)NC
Spin multiplicity: 1
ΔE to the lowest compared entry with this formula, charge and spin: 32.7 kcal/mol

Element x y z (Å)
C (-0.51929, 0.01482, 2.79776)
N (0.34377, 0.13718, 1.67047)
C (-0.97838, 1.57435, -0.00455)
C (-0.36746, 0.23263, 0.38314)
C (0.71239, -0.15689, -0.64633)
N (0.48947, -1.03066, -1.68038)
C (-0.86844, -1.20175, -2.18472)
O (1.82306, 0.33425, -0.49202)
H (0.02150, -0.03673, 3.74462)
H (-1.35683, 0.71009, 2.95057)
H (-1.02436, -0.96456, 2.82766)
H (1.07893, 0.83007, 1.68230)
H (-1.56519, 1.42124, -0.90852)
H (-0.29495, 2.42149, -0.03816)
H (-1.64498, 1.88503, 0.81169)
H (-1.15475, -0.51029, 0.51627)
H (1.24694, -1.02749, -2.32963)
H (-1.19516, -0.40196, -2.86317)
H (-1.56840, -1.25333, -1.36335)
H (-0.95047, -2.08557, -2.81998)

These are the Mulliken partial charges, in e, on atoms 1 to 8: -0.91 -0.32 -1.18 0.16 0.17 -0.19 -0.76 -0.65

3.
2 unconnected molecules or ions with the total composition C5H12N2O at a distorted geometry, computed with ωB97M-V/def2-TZVPD.

Properties
Molar mass: 116.16 g mol⁻¹
Structure (SMILES): C/C(N)=N\O.C=CC
Spin multiplicity: 1
ΔE to the lowest compared entry with this formula, charge and spin: 74.0 kcal/mol

Element x y z (Å)
C (0.50202, -1.55357, 1.23831)
C (0.90556, -1.30654, -0.19785)
N (0.15344, -1.89253, -1.17976)
O (2.63488, -0.11145, 0.56453)
N (1.94694, -0.60560, -0.54803)
H (3.36084, 0.39003, 0.15039)
H (0.60264, -1.86154, -2.08784)
H (-0.26636, -2.78581, -0.95667)
H (-0.53324, -1.90375, 1.28892)
H (1.15632, -2.31738, 1.66730)
H (0.58073, -0.63577, 1.82715)
C (-0.63153, 2.20086, 0.57438)
C (-1.01970, 1.52676, -0.69924)
C (-2.19292, 0.91459, -0.89227)
H (-0.27333, 1.50850, -1.49164)
H (-0.99886, 1.65115, 1.44671)
H (-1.02249, 3.22191, 0.60009)
H (0.45933, 2.25155, 0.65142)
H (-2.40464, 0.41212, -1.83126)
H (-2.95964, 0.89656, -0.12461)

These are the Mulliken partial charges, in e, on atoms 1 to 8: -1.09 0.74 -0.43 -0.41 -0.61 0.37 0.26 0.21

4.
A single C5H12N2O molecule at a distorted geometry, computed with ωB97M-V/def2-TZVPD.

Properties
Molar mass: 116.16 g mol⁻¹
Structure (SMILES): [H]/N=N\OC(C)(C)CC
Spin multiplicity: 1
ΔE to the lowest compared entry with this formula, charge and spin: 73.1 kcal/mol

Element x y z (Å)
C (0.24093, 0.02906, -0.12350)
C (-1.04053, -0.63176, 0.42595)
C (0.03500, 0.60872, -1.52614)
C (0.78233, 1.09838, 0.82296)
C (-2.26798, 0.26772, 0.50008)
O (1.15005, -1.07394, -0.23740)
N (2.58681, -0.89765, 0.04395)
N (3.13467, -1.95561, 0.00871)
H (2.46518, -2.73329, -0.23739)
H (-1.25980, -1.49120, -0.21218)
H (-0.81097, -1.01745, 1.42213)
H (-0.38883, -0.14592, -2.18609)
H (0.99473, 0.92427, -1.93233)
H (-0.62688, 1.47000, -1.49508)
H (0.98259, 0.66883, 1.80262)
H (1.70988, 1.51041, 0.43219)
H (0.06613, 1.90957, 0.92198)
H (-3.09996, -0.28748, 0.92921)
H (-2.56756, 0.61036, -0.48767)
H (-2.08577, 1.13697, 1.12800)

These are the Mulliken partial charges, in e, on atoms 1 to 8: 1.49 -0.65 -1.78 -1.67 -1.22 -0.26 0.20 -0.56

What Kohn-Sham gap values result from the calculations? In sequence: 0.37130 0.34959 0.34025 0.40678 hartree.